156
Properties=species:S:1:pos:R:3:mulliken_charge:R:1 method="wB97M-V/def2-TZVPD" e_tot_ev=-91754.5956 e_homo_ev=-11.83 total_charge=+1 homo_lumo_gap_ha=0.31155 multiplicity=1
C -0.66 -2.84 4.36 -0.165
C -0.54 -1.65 4.39 -0.936
C -0.43 -0.20 4.37 -0.272
C 0.89 0.40 3.82 0.011
O 1.96 -0.12 4.55 -0.396
N 0.80 1.85 4.14 1.444
C 1.08 2.34 5.48 -0.915
N 2.49 2.66 5.66 -0.520
C 0.15 2.59 3.21 -0.806
N -1.02 3.17 3.38 0.282
Cl -1.83 3.08 4.87 -0.047
C -1.77 3.90 2.35 -0.483
C -3.15 3.27 2.13 -0.693
C -3.53 3.16 0.66 -0.164
C -4.68 2.17 0.55 -0.674
O -4.84 1.74 -0.78 -0.352
C -5.53 0.52 -0.90 -0.721
N 0.71 2.68 1.97 0.571
S 1.36 4.23 1.50 -0.120
C 1.56 1.54 1.53 -0.277
B 3.14 1.82 1.80 1.438
N 4.13 1.42 0.79 -0.545
O 3.50 2.39 2.98 -0.801
C 1.40 1.54 -0.04 -0.334
C 0.08 1.95 -0.68 -1.418
F 1.79 0.34 -0.60 -0.342
C 1.15 0.19 2.26 -0.111
C 2.30 -0.82 2.04 -2.648
C 2.11 -2.27 2.49 -0.955
C 3.21 -3.19 1.95 0.520
C 3.18 -3.33 0.43 -1.207
C 4.61 -2.85 2.46 -1.372
B -0.18 -0.34 1.51 -0.033
N -0.19 -1.46 0.56 -0.436
O -1.33 0.40 1.72 0.067
H -0.66 -3.90 4.30 0.475
H -1.30 0.25 3.91 0.236
H -0.47 0.13 5.41 0.624
H 1.65 -0.43 5.40 0.598
H 0.53 3.25 5.65 0.461
H 0.72 1.64 6.24 0.473
H 3.07 1.92 5.30 0.220
H 2.65 2.74 6.66 0.275
H -1.22 3.85 1.42 0.262
H -1.87 4.93 2.68 0.389
H -3.92 3.78 2.70 0.577
H -3.12 2.25 2.51 0.186
H -3.85 4.13 0.27 0.438
H -2.71 2.75 0.08 -0.016
H -5.60 2.61 0.95 0.094
H -4.45 1.31 1.18 0.402
H -6.17 0.54 -1.78 0.239
H -4.84 -0.33 -0.99 0.227
H -6.18 0.33 -0.05 0.401
H 0.98 4.95 2.57 0.192
H 4.77 0.75 1.22 -0.191
H 4.74 2.22 0.59 0.220
H 4.41 2.17 3.24 0.374
H 2.11 2.29 -0.40 0.769
H -0.26 2.92 -0.34 0.261
H -0.72 1.23 -0.58 0.170
H 0.28 2.04 -1.75 0.528
H 2.55 -0.84 0.99 1.377
H 3.20 -0.48 2.55 0.679
H 1.17 -2.70 2.16 0.175
H 2.13 -2.35 3.57 0.510
H 2.97 -4.17 2.37 0.503
H 2.17 -3.11 0.09 0.328
H 3.83 -2.62 -0.08 0.017
H 3.40 -4.34 0.10 0.415
H 5.29 -3.65 2.19 0.525
H 4.61 -2.79 3.55 0.414
H 4.97 -1.92 2.02 -0.109
H -0.89 -2.16 0.78 0.176
H -0.35 -1.13 -0.39 0.262
H -2.03 0.08 1.14 0.200
C -7.79 -2.67 -5.08 -1.067
C -7.08 -2.25 -6.37 -0.350
C -5.55 -2.34 -6.27 -0.751
C -4.92 -1.42 -5.22 -0.649
C -5.24 0.06 -5.38 -0.039
C -4.73 0.65 -6.70 -1.338
H -7.52 -2.02 -4.25 0.183
H -8.87 -2.62 -5.20 0.373
H -7.53 -3.69 -4.81 0.296
H -7.38 -1.24 -6.64 0.233
H -7.41 -2.90 -7.18 0.360
H -5.13 -2.11 -7.25 0.312
H -5.27 -3.37 -6.05 0.382
H -3.84 -1.56 -5.25 0.371
H -5.24 -1.74 -4.22 0.267
H -4.79 0.61 -4.55 0.177
H -6.32 0.23 -5.30 0.241
H -3.65 0.54 -6.78 0.312
H -4.96 1.72 -6.76 0.394
H -5.19 0.17 -7.56 0.299
C -8.07 7.36 4.54 -1.176
C -8.77 6.03 4.26 -0.449
C -7.82 4.90 3.88 -0.896
C -7.02 5.14 2.60 0.393
C -7.86 5.40 1.35 -0.598
C -8.75 4.22 0.98 -1.082
H -7.54 7.73 3.66 0.277
H -8.79 8.12 4.83 0.388
H -7.35 7.25 5.35 0.290
H -9.52 6.17 3.48 0.242
H -9.33 5.73 5.16 0.375
H -8.38 3.97 3.79 0.354
H -7.11 4.74 4.71 0.382
H -6.38 4.27 2.42 -0.467
H -6.34 5.99 2.75 0.433
H -7.19 5.61 0.52 0.366
H -8.47 6.29 1.49 0.357
H -8.16 3.32 0.80 0.169
H -9.31 4.43 0.06 0.395
H -9.48 3.99 1.76 0.298
C 8.84 1.43 -2.27 -1.182
C 8.97 -0.09 -2.29 -0.614
C 7.62 -0.81 -2.26 -0.575
C 6.78 -0.55 -1.01 0.230
C 7.46 -0.90 0.31 -0.380
C 7.80 -2.37 0.45 -0.972
H 8.35 1.79 -1.36 0.243
H 9.82 1.90 -2.32 0.397
H 8.26 1.78 -3.13 0.291
H 9.59 -0.42 -1.45 0.214
H 9.50 -0.39 -3.19 0.442
H 7.79 -1.89 -2.37 0.053
H 7.04 -0.52 -3.14 0.502
H 5.85 -1.12 -1.10 -0.230
H 6.48 0.50 -0.99 0.351
H 6.80 -0.62 1.13 0.118
H 8.37 -0.29 0.43 0.395
H 6.90 -2.98 0.37 -0.094
H 8.26 -2.58 1.42 0.406
H 8.50 -2.71 -0.32 0.381
C 6.20 -5.21 -1.80 -0.849
C 5.45 -4.76 -3.05 -0.201
C 4.07 -5.39 -3.19 -0.482
C 4.07 -6.91 -3.33 -0.852
C 4.88 -7.45 -4.51 -0.420
C 4.37 -6.98 -5.86 -1.206
H 6.39 -6.29 -1.81 0.389
H 7.17 -4.71 -1.73 0.286
H 5.64 -4.97 -0.90 -0.011
H 6.05 -4.96 -3.94 0.394
H 5.33 -3.67 -3.01 0.170
H 3.56 -4.95 -4.05 0.383
H 3.47 -5.12 -2.31 0.065
H 3.03 -7.25 -3.43 0.442
H 4.44 -7.37 -2.41 0.309
H 4.85 -8.54 -4.48 0.395
H 5.93 -7.17 -4.39 0.240
H 3.33 -7.29 -6.01 0.295
H 4.96 -7.41 -6.67 0.385
H 4.42 -5.90 -5.96 0.287


168
Properties=species:S:1:pos:R:3:mulliken_charge:R:1 method="wB97M-V/def2-TZVPD" e_tot_ev=-135450.0913 e_homo_ev=-10.12 total_charge=+1 homo_lumo_gap_ha=0.27407 multiplicity=1
C -4.19 -6.83 0.38 -1.209
C -5.37 -5.93 0.80 -0.355
C -4.94 -4.77 1.71 -0.874
O -4.94 -3.51 1.07 -0.250
C -3.96 -3.37 0.08 -1.590
C -3.94 -1.91 -0.34 -0.859
N -5.33 -1.50 -0.44 -0.275
C -5.91 -0.96 0.68 -0.726
N -7.19 -1.23 0.82 0.142
S -8.19 -0.82 2.13 -0.135
N -5.25 -0.25 1.63 1.580
C -5.67 1.19 1.77 -0.341
C -6.06 1.50 3.23 -0.602
C -5.48 2.81 3.81 -1.444
S -3.68 2.82 4.00 -0.034
C -3.16 4.08 2.84 -0.108
S -4.17 5.30 2.43 -0.195
N -1.85 3.96 2.37 0.709
C -1.67 4.61 1.05 -0.689
C -0.40 4.19 0.35 -1.368
C -0.89 4.57 3.33 -0.389
C -0.76 3.82 4.65 -1.539
C -3.83 -0.57 1.79 -2.442
P -3.78 -1.72 3.27 0.090
N -5.20 -2.21 3.73 -0.708
O -3.05 -0.84 4.40 -0.294
O -2.79 -2.92 2.94 -0.510
C -3.10 -0.92 0.46 3.138
C -1.67 -1.44 0.71 -1.947
C -0.85 -0.64 1.72 0.466
C 0.58 -1.20 1.78 -1.517
I 1.78 -0.58 0.13 0.082
C -2.90 0.43 -0.34 -1.249
C -3.65 0.71 -1.66 0.519
C -2.71 1.58 -2.53 -1.840
C -4.94 1.55 -1.50 -1.334
H -4.27 -7.14 -0.65 0.339
H -4.12 -7.72 1.00 0.347
H -3.24 -6.31 0.48 0.303
H -6.08 -6.55 1.34 0.479
H -5.81 -5.51 -0.11 0.208
H -5.64 -4.69 2.55 0.432
H -3.97 -5.00 2.15 0.399
H -3.00 -3.77 0.42 0.288
H -4.23 -3.95 -0.80 0.756
H -3.53 -1.92 -1.34 0.617
H -5.56 -0.99 -1.28 0.650
H -7.62 -1.78 0.10 0.348
H -7.37 -1.32 3.08 0.244
H -4.87 1.88 1.50 -0.402
H -6.52 1.38 1.12 1.003
H -7.14 1.60 3.29 0.535
H -5.77 0.66 3.86 0.196
H -5.76 3.67 3.22 0.446
H -5.88 2.96 4.81 0.575
H -2.52 4.38 0.41 0.556
H -1.66 5.70 1.14 0.385
H -0.34 3.13 0.18 0.121
H -0.36 4.69 -0.61 0.408
H 0.49 4.50 0.89 0.474
H 0.09 4.63 2.87 0.263
H -1.19 5.60 3.55 0.431
H -0.70 2.75 4.45 0.281
H 0.13 4.16 5.17 0.469
H -1.62 3.99 5.28 0.327
H -3.35 0.32 2.19 1.038
H -5.39 -1.88 4.67 0.290
H -3.34 -1.14 5.27 0.472
H -2.56 -3.40 3.75 0.357
H -1.12 -1.37 -0.23 0.835
H -1.65 -2.49 1.00 0.508
H -0.82 0.41 1.46 0.060
H -1.23 -0.73 2.74 0.031
H 0.54 -2.28 1.74 0.500
H 1.07 -0.92 2.70 0.588
H -1.85 0.52 -0.57 1.031
H -3.10 1.28 0.31 -0.594
H -3.87 -0.16 -2.28 0.450
H -2.47 2.50 -2.01 0.302
H -3.22 1.84 -3.45 0.527
H -1.81 1.02 -2.79 0.435
H -5.11 2.11 -2.41 0.606
H -4.84 2.28 -0.71 0.102
H -5.84 0.96 -1.34 0.145
C 4.41 -2.49 -5.03 -1.073
C 3.72 -1.73 -3.93 0.693
O 3.66 -0.51 -3.90 -0.701
N 3.12 -2.47 -2.96 0.213
C 3.06 -3.91 -2.82 -0.522
H 4.84 -1.77 -5.73 0.248
H 5.22 -3.10 -4.62 0.269
H 3.71 -3.13 -5.56 0.442
H 2.68 -1.90 -2.25 -0.064
H 2.02 -4.23 -2.81 0.279
H 3.52 -4.21 -1.88 0.147
H 3.57 -4.40 -3.64 0.024
C 4.25 -7.00 -7.37 -1.168
C 3.55 -6.26 -6.26 0.897
O 3.51 -5.03 -6.22 -0.654
N 2.96 -6.98 -5.29 -0.077
C 2.89 -8.42 -5.13 -0.878
H 4.67 -6.27 -8.05 0.044
H 5.06 -7.61 -6.98 0.356
H 3.55 -7.63 -7.92 0.397
H 2.51 -6.42 -4.58 0.126
H 1.84 -8.74 -5.11 0.297
H 3.35 -8.70 -4.18 0.227
H 3.40 -8.94 -5.94 0.385
C 0.06 6.31 8.00 -1.286
C -0.08 7.09 6.72 0.769
O 0.03 6.56 5.62 -0.624
N -0.34 8.42 6.82 -0.101
C -0.50 9.21 8.03 -0.811
H 0.26 5.27 7.75 0.234
H 0.89 6.69 8.60 0.394
H -0.86 6.36 8.59 0.381
H -0.42 8.88 5.93 0.219
H -1.49 9.67 8.05 0.249
H 0.25 10.00 8.06 0.241
H -0.39 8.60 8.92 0.300
C 8.79 -0.97 -5.63 -1.056
C 8.39 0.17 -6.54 0.781
O 8.94 0.36 -7.62 -0.653
N 7.39 0.99 -6.12 -0.140
C 6.63 0.91 -4.88 -0.816
H 9.59 -1.53 -6.11 0.291
H 9.14 -0.60 -4.67 0.365
H 7.94 -1.64 -5.47 0.185
H 7.18 1.73 -6.76 0.208
H 5.57 0.79 -5.10 0.274
H 6.76 1.83 -4.31 0.314
H 6.95 0.07 -4.27 0.263
C 4.41 -3.42 -12.36 -1.352
C 4.51 -4.28 -11.12 0.941
O 4.45 -5.50 -11.18 -0.645
N 4.66 -3.65 -9.93 -0.008
C 4.75 -2.23 -9.66 -0.854
H 4.30 -4.07 -13.22 0.305
H 3.55 -2.75 -12.30 0.343
H 5.32 -2.82 -12.49 0.354
H 4.72 -4.28 -9.15 0.033
H 5.70 -1.99 -9.18 0.291
H 3.94 -1.92 -8.99 0.248
H 4.68 -1.66 -10.58 0.349
C -1.43 13.05 8.61 -1.369
C -0.61 12.48 9.74 0.815
O -0.92 11.44 10.31 -0.636
N 0.50 13.16 10.12 -0.181
C 1.03 14.40 9.57 -0.812
H -2.27 12.39 8.44 0.291
H -1.80 14.04 8.86 0.451
H -0.84 13.11 7.70 0.375
H 1.01 12.73 10.88 0.229
H 2.03 14.24 9.18 0.277
H 1.07 15.17 10.34 0.284
H 0.39 14.76 8.76 0.309
C 4.32 -9.14 -0.12 -1.461
C 4.03 -7.76 -0.67 0.925
O 3.16 -7.57 -1.51 -0.626
N 4.77 -6.73 -0.19 -0.054
C 5.84 -6.77 0.80 -0.888
H 3.65 -9.85 -0.60 0.291
H 5.35 -9.43 -0.34 0.385
H 4.16 -9.17 0.95 0.402
H 4.53 -5.84 -0.59 0.111
H 5.58 -6.14 1.65 0.285
H 6.76 -6.40 0.36 0.293
H 6.00 -7.78 1.15 0.337


151
Properties=species:S:1:pos:R:3:mulliken_charge:R:1 method="wB97M-V/def2-TZVPD" e_tot_ev=-68230.7501 e_homo_ev="-7.86 / -15.23" total_charge=+3 de_lowest_kj_mol=87.96 homo_lumo_gap_ha="0.08950 / 0.35725" multiplicity=2
C -7.65 -3.81 0.47 -1.607
C -6.89 -2.59 0.09 0.064
C -5.37 -2.90 0.18 -1.314
N -4.41 -1.87 -0.48 1.987
C -4.47 -0.46 0.13 -1.175
C -3.55 0.58 -0.62 0.857
C -3.75 0.53 -2.22 -0.936
C -3.83 -0.86 -2.78 0.219
C -4.67 -1.83 -2.05 -1.011
C -2.98 -2.49 -0.27 -0.986
H -8.72 -3.72 0.28 0.410
H -7.51 -4.14 1.50 0.375
H -7.55 -4.68 -0.18 0.379
H -7.18 -1.86 0.85 0.227
H -7.14 -2.15 -0.88 0.249
H -5.17 -3.92 -0.13 0.504
H -5.11 -3.15 1.20 0.616
H -5.46 -0.05 -0.05 0.330
H -4.23 -0.51 1.19 0.227
H -3.71 1.62 -0.34 0.818
H -2.50 0.45 -0.35 -0.986
H -4.66 1.11 -2.38 0.425
H -2.90 1.07 -2.66 0.138
H -4.23 -0.64 -3.77 0.633
H -2.79 -1.20 -2.80 -0.403
H -5.71 -1.53 -2.18 0.225
H -4.48 -2.68 -2.71 0.277
H -2.39 -1.58 -0.35 -0.362
H -2.83 -3.17 -1.12 0.337
H -2.85 -2.93 0.72 -0.030
C 4.16 -0.25 2.60 -1.289
C 3.72 -1.75 2.49 0.256
C 3.50 -2.00 0.96 -0.800
N 3.04 -3.47 0.58 0.820
C 2.81 -3.44 -1.01 -1.081
C 2.71 -4.93 -1.57 -0.465
C 3.98 -5.61 -1.09 -0.811
C 4.08 -5.85 0.39 -0.750
C 4.19 -4.47 1.04 -0.786
C 1.67 -3.79 1.14 -1.597
H 4.30 -0.01 3.65 0.371
H 3.43 0.45 2.20 0.056
H 5.10 -0.23 2.05 0.553
H 2.84 -1.84 3.12 -0.249
H 4.52 -2.38 2.89 0.456
H 4.30 -1.69 0.29 0.554
H 2.57 -1.52 0.67 -0.006
H 3.78 -3.19 -1.44 0.369
H 2.08 -2.71 -1.36 0.559
H 2.76 -4.91 -2.66 0.320
H 1.79 -5.44 -1.29 0.428
H 4.88 -5.09 -1.42 0.285
H 4.02 -6.58 -1.58 0.420
H 5.07 -6.23 0.62 0.420
H 3.38 -6.48 0.93 0.339
H 5.13 -4.02 0.73 0.385
H 4.12 -4.56 2.13 0.423
H 1.26 -4.71 0.72 0.415
H 1.03 -2.96 0.84 0.572
H 1.74 -3.82 2.23 0.281
C 1.36 6.15 -3.48 -1.499
C 0.49 5.44 -2.49 -0.311
C 1.04 4.95 -1.23 -0.458
N 0.10 4.22 -0.22 0.811
C 0.92 3.51 0.82 0.873
C 1.50 4.52 1.90 -1.033
C 0.47 5.41 2.53 -0.486
C -0.32 6.06 1.52 -0.741
C -0.91 5.16 0.45 -0.527
C -0.70 3.17 -1.04 -0.836
H 1.71 6.98 -2.88 0.397
H 0.88 6.52 -4.39 0.388
H 2.24 5.56 -3.75 0.292
H -0.06 4.62 -2.95 0.143
H -0.29 6.17 -2.29 0.310
H 1.58 5.71 -0.66 0.603
H 1.88 4.28 -1.45 0.300
H 1.87 3.12 0.45 0.185
H 0.39 2.67 1.25 -0.960
H 2.23 5.16 1.39 0.376
H 2.14 3.98 2.60 0.553
H 1.01 6.11 3.16 0.431
H -0.20 4.92 3.24 0.105
H 0.24 6.85 1.02 0.350
H -1.14 6.53 2.04 0.407
H -1.32 5.81 -0.32 0.361
H -1.74 4.52 0.78 0.258
H -0.04 2.46 -1.53 -0.098
H -1.39 3.69 -1.70 0.653
H -1.34 2.61 -0.35 0.070
C -3.65 2.56 3.05 -1.016
C -2.75 1.37 3.71 -0.081
C -1.19 1.50 3.86 0.050
N -0.66 0.15 4.51 1.406
C -1.36 -0.01 5.87 -0.917
C -0.62 -0.99 6.81 -0.703
C 0.89 -0.60 6.89 -1.011
C 1.51 -0.66 5.51 -0.668
C 0.84 0.36 4.59 -0.810
C -0.87 -1.03 3.52 -1.410
H -4.63 2.32 2.64 0.372
H -3.08 2.96 2.21 -0.032
H -3.81 3.32 3.82 0.447
H -2.96 0.54 3.04 0.067
H -3.08 1.26 4.75 0.292
H -1.06 2.33 4.55 0.407
H -0.68 1.75 2.93 -0.489
H -1.41 1.03 6.17 0.503
H -2.37 -0.41 5.84 0.306
H -0.99 -0.80 7.82 0.419
H -0.70 -2.04 6.54 0.327
H 1.15 0.32 7.40 0.352
H 1.34 -1.41 7.47 0.440
H 2.55 -0.35 5.59 0.310
H 1.51 -1.58 4.93 0.272
H 0.97 1.36 4.99 0.584
H 1.20 0.23 3.57 0.340
H -1.85 -1.45 3.71 0.192
H -0.16 -1.83 3.75 0.296
H -0.83 -0.70 2.48 0.157
C 4.44 1.96 -3.14 -1.546
C 3.01 1.90 -3.68 0.090
C 2.36 0.49 -3.33 -0.202
N 1.11 0.06 -4.26 0.321
C 1.48 -0.01 -5.81 -0.712
C 2.29 -1.27 -6.16 -0.813
C 1.61 -2.57 -5.81 -1.047
C 1.39 -2.48 -4.26 -0.458
C 0.49 -1.27 -3.78 -0.729
C 0.03 1.10 -4.15 -1.151
H 4.48 1.91 -2.05 0.319
H 4.85 2.93 -3.43 0.422
H 5.05 1.11 -3.46 0.441
H 2.95 2.20 -4.73 0.343
H 2.38 2.59 -3.13 -0.301
H 2.01 0.45 -2.30 0.313
H 3.09 -0.30 -3.51 0.454
H 1.95 0.95 -6.01 0.546
H 0.50 0.03 -6.27 0.494
H 3.36 -1.16 -5.98 0.278
H 2.33 -1.30 -7.25 0.489
H 2.25 -3.37 -6.18 0.392
H 0.68 -2.69 -6.36 0.400
H 2.34 -2.49 -3.72 0.032
H 0.89 -3.41 -3.99 0.608
H 0.23 -1.20 -2.73 0.505
H -0.49 -1.33 -4.26 0.241
H 0.43 2.01 -4.59 0.530
H -0.04 0.96 -3.07 0.294
H -0.86 0.71 -4.65 0.398
Cl 0.28 -0.06 -0.04 -0.209